[1]
Molecular formula: C4H11N2O2Si
Method: DFT, ωB97M-V/def2-TZVPD

Energy relative to the best compared isomer or geometry (same formula, charge and spin) in kcal per mole: 9.5
Total charge: +1
E_tot in Eh: -708.18088
Structure (SMILES): [NH2+]=C[C@H]([SiH3])CNC(=O)O
Multiplicity: 1
HOMO-LUMO gap in eV: 9.0

Structure (XYZ):
```
20
Properties=species:S:1:pos:R:3:mulliken_charge:R:1
C 2.347 0.008 -0.287 0.541
C 0.291 1.203 0.741 -0.712
C -0.490 0.279 -0.079 -0.039
C -1.883 0.530 -0.193 -0.214
N 1.740 0.865 0.535 -0.188
N -2.624 0.246 -1.201 -0.241
O 3.518 0.122 -0.620 -0.594
O 1.531 -0.964 -0.822 -0.475
Si -0.122 -1.709 0.859 0.593
H 0.260 2.347 0.488 0.332
H 0.063 1.195 1.816 0.332
H -0.023 0.148 -1.030 0.433
H -2.421 1.143 0.571 0.364
H 2.346 1.542 1.080 0.255
H -3.583 0.472 -1.209 0.265
H -2.370 -0.370 -1.917 0.224
H 2.242 -1.546 -1.392 0.363
H -1.452 -1.967 1.417 -0.141
H 0.931 -1.228 1.712 -0.027
H -0.302 -2.315 -0.470 -0.071
```



[2]
Molecular formula: C5H8N
Method: DFT, ωB97M-V/def2-TZVPD

Energy relative to the best compared isomer or geometry (same formula, charge and spin) in kcal per mole: 138.2
Total charge: +1
E_tot in Eh: -249.60496
Multiplicity: 1
HOMO-LUMO gap in eV: 11.6

Structure (XYZ):
```
14
Properties=species:S:1:pos:R:3:mulliken_charge:R:1
C -0.695 0.989 0.004 -0.465
C -1.755 -0.039 -0.409 -0.093
C -1.194 -0.142 0.930 -0.259
C 0.459 0.146 -0.597 0.217
C 1.706 0.150 0.175 -1.447
N -0.536 -0.823 -0.224 -0.335
H -0.819 2.014 0.249 0.453
H -2.570 -0.371 -1.173 0.380
H -1.472 -0.184 1.919 0.439
H 0.641 0.044 -1.609 0.558
H 2.522 -0.279 -0.453 0.350
H 1.773 -0.475 1.023 0.419
H 2.237 1.093 0.455 0.329
H -0.296 -2.123 -0.289 0.454
```



[3]
Molecular formula: C3H5N3O
Method: DFT, ωB97M-V/def2-TZVPD

Energy relative to the best compared isomer or geometry (same formula, charge and spin) in kcal per mole: 77.6
E_tot in Eh: -356.73376
Multiplicity: 1
HOMO-LUMO gap in eV: 8.2

Structure (XYZ):
```
12
Properties=species:S:1:pos:R:3:mulliken_charge:R:1
N 2.077 0.163 -0.065 -0.255
C 1.160 0.901 0.444 -0.112
C -0.075 1.290 -0.088 0.086
N -1.204 0.644 -0.022 -0.069
C -1.371 -0.862 0.166 0.277
O -2.522 -1.163 0.467 -0.662
N -0.240 -1.459 -0.083 -0.631
H 1.840 -0.481 -0.821 0.283
H 2.909 -0.049 0.474 0.261
H -0.099 2.333 -0.411 0.354
H -2.081 1.138 -0.137 0.267
H -0.395 -2.453 0.076 0.201
```



[4]
Molecular formula: C9H6Cl2GaIrN2O4
Method: DFT, ωB97M-V/def2-TZVPD

Energy relative to the best compared isomer or geometry (same formula, charge and spin) in kcal per mole: 44.3
Total charge: +4
E_tot in Eh: -3704.64363
Multiplicity: 5
HOMO-LUMO gap (spin up / spin down) in eV: 7.3 / 4.1
<S²>: 6.0191

Structure (XYZ):
```
25
Properties=species:S:1:pos:R:3:mulliken_charge:R:1
Ir -0.155 -1.271 -5.066 0.984
Ga -0.419 -0.807 -1.867 0.765
Cl -1.336 0.152 -3.622 -0.121
Cl 1.540 -1.324 -2.602 -0.107
C -1.092 -2.100 -0.610 0.681
C -0.438 -0.187 -6.547 0.358
C 0.588 -2.536 -6.180 0.444
O -1.046 -2.841 0.282 -0.009
O -0.623 0.444 -7.520 -0.109
O 0.933 -3.249 -7.052 -0.103
N -0.830 1.399 5.061 -0.187
C -1.207 0.723 3.947 0.718
O -2.285 0.133 3.899 -0.126
C -0.213 0.715 2.841 0.483
C 1.029 1.372 2.873 -0.269
C 1.782 1.317 1.710 -0.993
C 1.272 0.704 0.547 -0.041
N 0.065 0.124 0.517 -0.315
C -0.634 0.060 1.665 -0.209
H -1.449 1.485 5.850 0.293
H 0.072 1.829 5.141 0.153
H 1.433 1.874 3.766 0.380
H 2.752 1.788 1.661 0.460
H 1.837 0.682 -0.383 0.411
H -1.578 -0.487 1.687 0.462
```



[5]
Molecular formula: C3H12N6O3Rb
Method: DFT, ωB97M-V/def2-TZVPD

Energy relative to the best compared isomer or geometry (same formula, charge and spin) in kcal per mole: 272.4
Total charge: +1
E_tot in Eh: -699.40991
Multiplicity: 1
HOMO-LUMO gap in eV: 9.3

Structure (XYZ):
```
25
Properties=species:S:1:pos:R:3:mulliken_charge:R:1
Rb 0.053 -0.503 0.629 0.901
C -0.348 -3.401 1.194 0.795
O 0.423 -2.442 1.159 -0.733
N -0.894 -3.860 2.270 -0.391
N -0.673 -4.070 0.156 -0.373
H -1.510 -4.659 2.220 0.153
H -0.639 -3.465 3.163 0.234
H -0.343 -3.792 -0.757 0.216
H -1.319 -4.847 0.158 0.157
C 0.906 0.502 -1.880 0.523
O 1.109 -0.357 -1.082 -0.796
N 0.412 1.653 -1.615 -0.545
N 1.012 0.489 -3.187 -0.419
H 0.149 1.734 -0.643 0.246
H 0.029 2.268 -2.318 0.198
H 1.404 -0.351 -3.586 0.271
H 1.044 1.425 -3.565 0.205
C -0.044 2.482 0.851 1.003
O 0.242 1.366 0.411 -0.775
N -1.094 3.104 0.444 -0.384
N 0.669 3.118 1.769 -0.440
H -1.426 2.700 -0.420 0.269
H -1.220 4.089 0.628 0.241
H 1.640 2.841 1.764 0.243
H 0.419 3.976 2.239 0.200
```



[6]
Molecular formula: C62H136N8O8
Method: DFT, ωB97M-V/def2-TZVPD

Energy relative to the best compared isomer or geometry (same formula, charge and spin) in kcal per mole: 87.9
E_tot in Eh: -3483.36618
Structure (SMILES): CC1(C)CCCC(C)(C)N1O.CC1(C)CCCC(C)(C)N1O.CC1(C)CCCC(C)(C)N1O.CC1(C)CCCC(C)(C)N1O.CC1(C)CCCC(C)(C)N1O.CC1(C)CCCC(C)(C)N1O.COC[C@H](C)N.COC[C@H](C)N
Multiplicity: 1
HOMO-LUMO gap in eV: 8.0

Structure (XYZ):
```
214
Properties=species:S:1:pos:R:3:mulliken_charge:R:1
C -1.308 -2.558 7.325 -1.117
C -0.474 -1.431 6.793 0.268
C -1.070 -0.711 5.527 -0.513
O -0.037 0.284 5.216 -0.360
C -0.329 1.157 4.081 -0.670
N -0.344 -0.443 7.790 -0.745
H -1.577 -3.244 6.522 0.324
H -2.233 -2.079 7.647 0.088
H -0.864 -3.041 8.195 0.385
H 0.534 -1.813 6.630 0.292
H -2.043 -0.246 5.683 0.267
H -1.136 -1.418 4.700 0.397
H 0.413 1.955 4.063 0.244
H -1.331 1.584 4.110 0.300
H -0.227 0.500 3.217 0.256
H -1.290 -0.123 7.943 0.246
H 0.115 0.355 7.375 0.343
C 0.729 -3.596 -7.372 -1.318
C 0.985 -2.890 -8.753 0.373
C 0.355 -1.518 -8.858 -0.649
O -0.943 -1.440 -8.305 -0.313
C -1.377 -0.103 -8.193 -0.773
N 2.403 -2.916 -9.112 -0.703
H 1.401 -3.093 -6.676 0.314
H 0.713 -4.679 -7.496 0.428
H -0.319 -3.450 -7.113 0.302
H 0.541 -3.507 -9.534 0.309
H 0.341 -1.176 -9.893 0.302
H 0.915 -0.899 -8.157 0.278
H -1.574 0.306 -9.184 0.325
H -0.656 0.596 -7.769 0.316
H -2.333 0.010 -7.683 0.278
H 2.507 -2.856 -10.115 0.261
H 2.574 -3.906 -9.003 0.276
C 6.771 -2.196 -3.153 -1.382
C 7.835 -1.364 -3.932 1.237
C 8.373 -2.136 -5.220 -1.231
C 7.481 -1.946 -6.490 -0.697
C 7.382 -0.461 -6.650 -1.468
C 6.747 0.342 -5.491 1.538
N 7.498 0.017 -4.305 0.547
O 7.116 0.831 -3.212 -0.493
C 7.012 1.864 -5.929 -1.799
C 5.254 -0.023 -5.553 -1.744
C 9.152 -1.119 -3.104 -1.822
H 7.077 -3.235 -3.030 0.377
H 5.801 -2.106 -3.641 0.269
H 6.722 -1.636 -2.219 0.334
H 9.405 -1.919 -5.494 0.417
H 8.353 -3.189 -4.942 0.422
H 6.548 -2.494 -6.627 0.349
H 8.044 -2.387 -7.313 0.426
H 7.019 -0.222 -7.650 0.548
H 8.392 -0.091 -6.829 0.421
H 6.619 2.203 -6.887 0.366
H 6.517 2.491 -5.187 0.360
H 8.067 2.120 -5.835 0.417
H 4.809 0.551 -4.740 0.374
H 4.728 0.178 -6.487 0.401
H 5.103 -1.067 -5.278 0.262
H 8.860 -0.837 -2.093 0.374
H 9.769 -0.365 -3.594 0.442
H 9.729 -2.044 -3.106 0.424
H 7.799 1.499 -3.120 0.323
C -4.299 -0.721 -2.328 -1.558
C -3.370 -1.372 -1.288 1.603
C -3.059 -2.787 -1.645 -1.473
C -1.881 -3.067 -2.602 -0.626
C -0.681 -2.342 -2.232 -1.115
C -0.828 -0.804 -1.894 1.948
N -2.076 -0.622 -1.023 0.115
O -2.212 0.678 -0.475 -0.240
C 0.396 -0.442 -1.096 -2.146
C -0.919 0.040 -3.135 -1.767
C -4.113 -1.392 0.077 -1.898
H -3.868 -0.875 -3.317 0.387
H -4.438 0.351 -2.194 0.324
H -5.259 -1.216 -2.472 0.431
H -3.051 -3.402 -0.746 0.458
H -3.941 -3.228 -2.110 0.360
H -2.074 -2.891 -3.660 0.353
H -1.653 -4.122 -2.450 0.360
H 0.094 -2.537 -2.973 0.469
H -0.325 -2.768 -1.294 0.376
H 0.353 -0.932 -0.123 0.448
H 1.397 -0.613 -1.491 0.336
H 0.276 0.619 -0.878 0.422
H -0.889 1.113 -2.948 0.284
H -0.024 -0.120 -3.735 0.454
H -1.784 -0.227 -3.742 0.266
H -5.096 -1.863 0.044 0.474
H -4.186 -0.435 0.593 0.267
H -3.777 -2.133 0.803 0.439
H -2.765 1.088 -1.144 0.244
C 2.868 6.771 0.922 -1.799
C 3.675 6.335 -0.329 1.358
C 3.021 5.038 -0.766 -1.227
C 3.268 4.652 -2.246 -0.562
C 2.835 5.769 -3.156 -1.018
C 3.483 7.150 -2.768 1.408
N 3.474 7.440 -1.324 0.523
O 4.059 8.619 -0.923 -0.516
C 4.967 7.110 -3.325 -1.608
C 2.650 8.269 -3.422 -1.879
C 5.121 5.949 0.078 -1.643
H 2.962 6.032 1.718 0.347
H 1.825 6.956 0.663 0.381
H 3.281 7.733 1.225 0.447
H 3.481 4.258 -0.159 0.421
H 1.961 5.180 -0.559 0.300
H 2.688 3.795 -2.589 0.355
H 4.320 4.372 -2.300 0.277
H 1.749 5.832 -3.095 0.266
H 3.133 5.427 -4.147 0.450
H 5.441 8.083 -3.198 0.344
H 5.541 6.375 -2.761 0.331
H 5.060 6.772 -4.357 0.396
H 1.696 8.468 -2.933 0.368
H 3.268 9.165 -3.474 0.399
H 2.379 8.026 -4.450 0.398
H 5.706 5.621 -0.782 0.347
H 5.175 5.142 0.808 0.423
H 5.593 6.867 0.428 0.357
H 3.301 9.182 -0.753 0.360
C -6.866 -3.681 9.054 -1.925
C -7.555 -2.326 9.100 1.463
C -6.687 -1.344 9.982 -1.100
C -6.984 0.130 9.914 -0.649
C -6.764 0.511 8.423 -1.282
C -7.623 -0.303 7.414 1.503
N -7.468 -1.707 7.759 0.404
O -7.915 -2.543 6.738 -0.511
C -9.106 0.075 7.376 -1.544
C -7.069 -0.008 5.992 -2.036
C -9.044 -2.553 9.586 -1.571
H -5.814 -3.629 8.776 0.365
H -7.387 -4.369 8.388 0.419
H -6.835 -4.147 10.039 0.429
H -6.715 -1.651 11.027 0.431
H -5.627 -1.429 9.744 0.325
H -6.282 0.773 10.444 0.387
H -8.000 0.348 10.242 0.325
H -5.746 0.257 8.128 0.375
H -6.831 1.560 8.135 0.451
H -9.679 -0.294 6.525 0.329
H -9.554 -0.202 8.330 0.280
H -9.176 1.162 7.336 0.421
H -7.690 -0.626 5.343 0.490
H -7.243 1.022 5.682 0.415
H -6.034 -0.326 5.865 0.379
H -9.612 -2.987 8.763 0.384
H -9.567 -1.614 9.769 0.278
H -9.115 -3.153 10.492 0.409
H -7.090 -2.727 6.283 0.353
C 4.185 -9.564 1.749 -1.725
C 4.487 -8.298 2.452 1.221
C 4.867 -7.202 1.390 -1.170
C 3.616 -6.640 0.679 -0.679
C 2.631 -6.137 1.714 -1.323
C 2.129 -7.171 2.774 1.546
N 3.334 -7.880 3.290 0.429
O 3.062 -8.653 4.376 -0.492
C 1.339 -6.470 3.888 -1.988
C 1.094 -8.071 2.069 -1.703
C 5.734 -8.377 3.453 -1.721
H 5.096 -9.819 1.208 0.450
H 3.433 -9.546 0.959 0.331
H 3.957 -10.352 2.467 0.366
H 5.352 -6.397 1.943 0.374
H 5.578 -7.567 0.648 0.462
H 3.231 -7.464 0.079 0.320
H 3.945 -5.975 -0.120 0.399
H 1.725 -5.719 1.277 0.540
H 2.954 -5.277 2.300 0.418
H 1.921 -5.976 4.666 0.460
H 0.824 -5.601 3.478 0.429
H 0.653 -7.228 4.267 0.388
H 0.305 -7.459 1.632 0.384
H 1.503 -8.667 1.253 0.327
H 0.681 -8.852 2.708 0.434
H 6.014 -7.352 3.697 0.399
H 6.549 -8.850 2.905 0.390
H 5.563 -8.987 4.340 0.396
H 3.170 -8.016 5.087 0.336
C -4.815 4.690 1.263 -1.870
C -4.585 5.598 0.058 1.560
C -3.028 6.031 0.138 -1.348
C -2.627 6.850 -1.104 -0.608
C -2.853 6.014 -2.281 -1.151
C -4.259 5.380 -2.502 1.825
N -4.739 4.815 -1.207 0.472
O -5.980 4.137 -1.335 -0.420
C -5.122 6.444 -3.109 -1.798
C -4.055 4.280 -3.564 -1.854
C -5.470 6.822 0.281 -1.705
H -4.517 5.119 2.220 0.406
H -4.318 3.720 1.232 0.291
H -5.860 4.395 1.362 0.411
H -2.844 6.636 1.026 0.394
H -2.402 5.138 0.146 0.394
H -1.572 7.023 -0.893 0.361
H -3.151 7.806 -1.118 0.348
H -2.119 5.220 -2.141 0.323
H -2.457 6.646 -3.075 0.315
H -5.311 7.225 -2.372 0.286
H -4.799 6.831 -4.076 0.432
H -6.121 6.048 -3.287 0.443
H -3.893 4.778 -4.520 0.375
H -3.287 3.549 -3.309 0.290
H -4.882 3.576 -3.658 0.418
H -5.468 7.216 1.298 0.419
H -6.503 6.584 0.026 0.349
H -5.192 7.675 -0.337 0.304
H -6.594 4.862 -1.472 0.337
```



- Number 2 is which compound?
  C5H8N



Please write out number 1 again, unchanged.
Molecular formula: C4H11N2O2Si
Method: DFT, ωB97M-V/def2-TZVPD

Energy relative to the best compared isomer or geometry (same formula, charge and spin) in kcal per mole: 9.5
Total charge: +1
E_tot in Eh: -708.18088
Structure (SMILES): [NH2+]=C[C@H]([SiH3])CNC(=O)O
Multiplicity: 1
HOMO-LUMO gap in eV: 9.0

Structure (XYZ):
```
20
Properties=species:S:1:pos:R:3:mulliken_charge:R:1
C 2.347 0.008 -0.287 0.541
C 0.291 1.203 0.741 -0.712
C -0.490 0.279 -0.079 -0.039
C -1.883 0.530 -0.193 -0.214
N 1.740 0.865 0.535 -0.188
N -2.624 0.246 -1.201 -0.241
O 3.518 0.122 -0.620 -0.594
O 1.531 -0.964 -0.822 -0.475
Si -0.122 -1.709 0.859 0.593
H 0.260 2.347 0.488 0.332
H 0.063 1.195 1.816 0.332
H -0.023 0.148 -1.030 0.433
H -2.421 1.143 0.571 0.364
H 2.346 1.542 1.080 0.255
H -3.583 0.472 -1.209 0.265
H -2.370 -0.370 -1.917 0.224
H 2.242 -1.546 -1.392 0.363
H -1.452 -1.967 1.417 -0.141
H 0.931 -1.228 1.712 -0.027
H -0.302 -2.315 -0.470 -0.071
```



- Number 2 is which compound?
  C5H8N